Record 1
Density functional theory data (ωB97M-V/def2-TZVPD) for a 2-piece molecular cluster, C3H6N4O overall in a non-equilibrium geometry.

Atoms and positions in Å:
1 C 0.040 -0.286 0.676
2 C 1.546 -0.160 -1.019
3 C -0.687 0.266 -0.459
4 H -0.974 -0.102 2.798
5 H -2.036 -1.418 1.035
6 H 1.534 -1.479 0.553
7 H 3.506 -0.075 -0.991
8 H -2.789 1.001 -1.193
9 H -1.868 2.135 0.015
10 N -0.768 -0.764 1.769
11 N 1.380 -0.507 0.353
12 N 2.679 -0.075 -1.684
13 N -1.876 1.059 -0.418
14 O 0.312 0.405 -1.436

Properties
LUMO level	-0.7	eV
calculated total energy	-411.925916	Eh
frontier orbital gap	6.893	eV
total charge	0
F_max	7.325	eV/Å
energy above the lowest of the compared OMol25 structures with the same formula, charge and spin	7.701	eV

The net atomic charges from Löwdin, expressed in e, are:
1. C -0.3899
2. C -0.4044
3. C -0.3392
4. H 0.1624
5. H 0.2898
6. H 0.1368
7. H 0.0773
8. H 0.1716
9. H 0.1541
10. N -0.0579
11. N 0.1136
12. N 0.0902
13. N -0.0232
14. O 0.0187

=====

Record 2
Density functional theory data (ωB97M-V/def2-TZVPD) for C30H34CrNO8S as an isolated structure in a non-equilibrium geometry.

Atoms and positions in Å:
1 C -1.359 2.821 -2.982
2 C -0.865 3.234 -1.564
3 C -0.696 1.463 -3.317
4 C 0.589 1.446 -2.473
5 H -0.510 1.401 -4.393
6 H -1.367 0.649 -3.008
7 C 0.125 2.137 -1.135
8 H -1.740 3.306 -0.904
9 H -0.368 4.218 -1.596
10 C -0.583 1.146 -0.175
11 H 1.002 2.564 -0.624
12 H 1.306 2.150 -2.933
13 C 1.291 0.159 -2.322
14 C -2.856 2.660 -3.100
15 C -1.088 3.855 -4.093
16 O -0.279 3.605 -4.968
17 O -3.649 2.638 -2.169
18 O -3.232 2.571 -4.385
19 O -1.806 5.001 -4.164
20 C -2.621 5.613 -3.121
21 H -2.354 5.301 -2.097
22 H -3.677 5.405 -3.338
23 H -2.429 6.680 -3.257
24 C -4.634 2.391 -4.573
25 H -4.947 1.410 -4.190
26 H -4.781 2.449 -5.650
27 H -5.199 3.179 -4.062
28 O 0.267 0.190 0.348
29 H -1.447 0.677 -0.697
30 H -1.067 1.749 0.637
31 C 2.744 0.167 -2.131
32 C 0.568 -1.107 -2.418
33 H 0.039 -1.221 -3.378
34 H -0.176 -1.181 -1.607
35 H 1.254 -1.953 -2.279
36 H 3.044 -0.571 -1.373
37 H 3.096 1.161 -1.827
38 H 3.259 -0.093 -3.073
39 Cr 0.223 -0.454 2.255
40 C 2.010 0.158 3.665
41 C 2.174 0.904 2.454
42 C 1.044 1.763 2.312
43 H 3.046 0.889 1.802
44 C 0.124 1.480 3.372
45 C 0.734 0.492 4.225
46 H 0.329 0.126 5.160
47 H 2.764 -0.466 4.126
48 H 0.933 2.569 1.586
49 H -0.833 1.977 3.526
50 C -1.344 -2.513 1.843
51 C -1.371 -2.007 3.184
52 C -1.943 -0.689 3.149
53 H -1.120 -2.551 4.090
54 C -2.314 -0.412 1.790
55 C -1.937 -1.538 0.990
56 H -2.182 -1.687 -0.062
57 H -1.081 -3.523 1.545
58 H -2.171 -0.073 4.015
59 H -2.896 0.446 1.458
60 O 1.110 -2.561 4.719
61 C 1.551 -2.886 3.606
62 N 1.386 -2.148 2.428
63 S 2.007 -2.864 1.047
64 O 0.936 -3.299 0.184
65 O 3.055 -2.044 0.497
66 C 2.615 -4.245 1.961
67 C 3.230 -5.401 1.485
68 C 3.544 -6.418 2.403
69 C 3.242 -6.270 3.776
70 C 2.623 -5.107 4.234
71 C 2.298 -4.117 3.303
72 H 3.465 -5.488 0.431
73 H 4.032 -7.329 2.066
74 H 3.489 -7.067 4.481
75 H 2.372 -4.918 5.279

Properties
LUMO level (spin up / spin down)	4.0 / 4.0	eV
expectation value of S²	3.896
calculated total energy	-3262.764966	Eh
frontier orbital gap (spin up / spin down)	3.332 / 2.884	eV
spin multiplicity	4
total charge	-2
F_max	3.028	eV/Å

The net atomic charges from Löwdin, expressed in e, are:
1. C -0.2452
2. C -0.0612
3. C -0.0584
4. C -0.2335
5. H 0.1257
6. H 0.1284
7. C -0.2072
8. H 0.1145
9. H 0.1225
10. C -0.3466
11. H 0.1340
12. H 0.1449
13. C -0.3000
14. C -0.4605
15. C -0.4162
16. O 0.1069
17. O 0.1088
18. O -0.0282
19. O -0.0341
20. C -0.0202
21. H 0.0931
22. H 0.0903
23. H 0.0876
24. C -0.0422
25. H 0.1030
26. H 0.0892
27. H 0.0905
28. O -0.3391
29. H 0.1111
30. H 0.1024
31. C -0.0725
32. C -0.0710
33. H 0.0703
34. H 0.0771
35. H 0.0760
36. H 0.0615
37. H 0.0759
38. H 0.0717
39. Cr 0.5458
40. C -0.1777
41. C -0.1634
42. C -0.1746
43. H 0.0945
44. C -0.2074
45. C -0.1996
46. H 0.0946
47. H 0.0964
48. H 0.0901
49. H 0.0932
50. C -0.1985
51. C -0.1996
52. C -0.2182
53. H 0.0811
54. C -0.2012
55. C -0.1786
56. H 0.0834
57. H 0.0761
58. H 0.0848
59. H 0.0788
60. O 0.0126
61. C -0.4872
62. N -0.1423
63. S 0.6620
64. O -0.2946
65. O -0.3002
66. C -0.2075
67. C -0.0484
68. C -0.0982
69. C -0.0978
70. C -0.0148
71. C -0.1294
72. H 0.1092
73. H 0.0848
74. H 0.0885
75. H 0.1144

=====

Record 3
Density functional theory data (ωB97M-V/def2-TZVPD) for a 2-piece molecular cluster, C5H14N2O overall in a non-equilibrium geometry.

Atoms and positions in Å:
1 C 1.500 1.023 -0.700
2 C 0.726 -0.296 -0.549
3 C -0.823 -0.106 -0.590
4 C -1.421 0.671 0.548
5 C -2.725 0.436 0.859
6 N -3.334 1.206 1.848
7 N 1.173 -1.152 -1.610
8 H 1.355 1.829 0.009
9 H 1.249 1.589 -1.636
10 H 2.536 0.898 -1.013
11 H 0.988 -0.612 0.474
12 H -0.993 0.612 -1.456
13 H -1.293 -1.059 -0.755
14 H -0.762 1.328 1.129
15 H -3.406 -0.336 0.508
16 H -2.793 2.039 2.046
17 H -3.757 0.780 2.663
18 H 1.272 -2.144 -1.435
19 H 0.704 -0.968 -2.486
20 H 3.798 -2.492 0.789
21 H 3.003 -1.263 0.349
22 O 3.002 -1.984 1.008

Properties
LUMO level (spin up / spin down)	-3.9 / -7.6	eV
expectation value of S²	0.761
calculated total energy	-383.321297	Eh
frontier orbital gap (spin up / spin down)	8.843 / 5.091	eV
spin multiplicity	2
total charge	+1
F_max	4.349	eV/Å
energy above the lowest of the compared OMol25 structures with the same formula, charge and spin	1.478	eV

The net atomic charges from Löwdin, expressed in e, are:
1. C -0.0757
2. C -0.4643
3. C -0.1223
4. C 0.0444
5. C -0.0491
6. N 0.1964
7. N 0.0491
8. H 0.0680
9. H 0.0931
10. H 0.0823
11. H 0.1304
12. H 0.1705
13. H 0.1230
14. H 0.1487
15. H 0.1529
16. H 0.1243
17. H 0.1431
18. H 0.0916
19. H 0.0905
20. H 0.0529
21. H 0.0180
22. O -0.0679

=====

Record 4
Density functional theory data (ωB97M-V/def2-TZVPD) for a 2-piece molecular cluster, HO3PS2 overall in a non-equilibrium geometry.

Atoms and positions in Å:
1 O -0.974 -0.079 1.372
2 O 1.221 -0.873 1.966
3 O 0.683 0.096 -0.862
4 P -0.481 1.226 -1.140
5 S -2.119 0.540 -1.816
6 S 0.043 -1.083 1.219
7 H 1.627 0.173 -0.740

Properties
LUMO level	-1.3	eV
calculated total energy	-1364.051319	Eh
frontier orbital gap	8.277	eV
total charge	0
F_max	1.867	eV/Å
energy above the lowest of the compared OMol25 structures with the same formula, charge and spin	1.412	eV

The net atomic charges from Löwdin, expressed in e, are:
1. O -0.4869
2. O -0.4029
3. O -0.5309
4. P 0.3604
5. S 0.1696
6. S 0.8361
7. H 0.0546

=====

Record 5
Density functional theory data (ωB97M-V/def2-TZVPD) for a 2-piece molecular cluster, H3OS overall.

Atoms and positions in Å:
1 S -1.038 0.247 -1.246
2 H -0.373 0.119 -2.405
3 H 0.371 -0.232 0.443
4 H 0.222 0.192 1.880
5 O 0.818 -0.326 1.329

Properties
LUMO level	4.5	eV
calculated total energy	-475.267937	Eh
frontier orbital gap	7.336	eV
total charge	-1
F_max	0.306	eV/Å
energy above the lowest of the compared OMol25 structures with the same formula, charge and spin	0.015	eV

The net atomic charges from Löwdin, expressed in e, are:
1. S -0.2073
2. H -0.4608
3. H -0.1427
4. H -0.0039
5. O -0.1852

=====

Record 6
Density functional theory data (ωB97M-V/def2-TZVPD) for C34H51BrN2P2Zn as an isolated structure in a non-equilibrium geometry.

Atoms and positions in Å:
1 C 3.001 4.612 -1.188
2 C 1.821 4.181 -1.839
3 C 1.875 3.986 -3.238
4 C 3.103 4.163 -3.906
5 N 4.206 4.539 -3.264
6 C 4.178 4.761 -1.951
7 C 0.591 3.922 -1.157
8 C -0.557 3.730 -0.778
9 C -1.614 3.039 -0.123
10 C -1.159 2.030 0.725
11 C -2.093 1.182 1.343
12 C -3.311 1.053 0.695
13 C -3.866 2.115 0.008
14 C -3.002 3.188 -0.313
15 Zn -1.670 -0.905 0.917
16 P 1.139 -0.689 -0.274
17 H 0.978 3.726 -3.798
18 H 3.009 4.853 -0.127
19 H 3.167 3.978 -4.986
20 H 5.119 5.058 -1.467
21 H -3.373 4.119 -0.755
22 H -0.081 1.852 0.831
23 H -4.909 2.112 -0.287
24 H -2.078 0.833 2.364
25 C 2.103 -2.261 -0.179
26 C 3.348 -2.440 -1.046
27 H 1.377 -3.056 -0.420
28 H 2.368 -2.394 0.883
29 H 3.753 -3.447 -0.869
30 H 3.131 -2.365 -2.117
31 H 4.152 -1.736 -0.794
32 C 1.268 -0.041 -2.021
33 C 2.629 0.440 -2.526
34 H 0.553 0.803 -2.061
35 H 0.870 -0.832 -2.684
36 H 2.521 0.737 -3.580
37 H 2.973 1.327 -1.977
38 H 3.400 -0.340 -2.479
39 C 2.176 0.528 0.682
40 C 3.695 0.398 0.625
41 H 1.851 0.393 1.727
42 H 1.878 1.543 0.360
43 H 4.130 1.199 1.242
44 H 4.043 -0.562 1.031
45 H 4.094 0.526 -0.391
46 Br -4.117 -0.954 1.016
47 P -2.032 -2.076 -1.605
48 C -0.940 -2.882 -2.839
49 C -1.516 -4.127 -3.509
50 H -0.015 -3.146 -2.295
51 H -0.673 -2.125 -3.593
52 H -0.737 -4.556 -4.151
53 H -1.809 -4.896 -2.781
54 H -2.380 -3.898 -4.149
55 C -3.287 -3.326 -1.114
56 C -4.499 -3.483 -2.012
57 H -3.645 -3.005 -0.120
58 H -2.759 -4.280 -0.964
59 H -5.202 -4.160 -1.508
60 H -5.028 -2.538 -2.183
61 H -4.246 -3.941 -2.979
62 C -2.868 -0.676 -2.451
63 C -3.287 -0.895 -3.900
64 H -2.162 0.170 -2.389
65 H -3.722 -0.383 -1.823
66 H -3.755 0.028 -4.265
67 H -2.431 -1.111 -4.551
68 H -4.028 -1.697 -4.005
69 C 1.812 1.115 4.576
70 N 0.374 1.449 4.718
71 C 0.109 2.918 4.623
72 C -0.496 0.774 3.679
73 C -0.476 -0.727 3.722
74 C -0.321 -1.367 4.967
75 C -0.086 -2.731 5.015
76 C -0.055 -3.458 3.817
77 C -0.356 -2.818 2.600
78 C -0.671 -1.470 2.559
79 H 2.152 1.460 3.593
80 H 1.932 0.036 4.665
81 H 2.350 1.644 5.365
82 H 0.030 1.120 5.642
83 H 0.383 3.266 3.616
84 H -0.963 3.071 4.783
85 H 0.691 3.433 5.390
86 H -1.491 1.197 3.888
87 H -0.092 1.126 2.717
88 H -0.349 -0.796 5.898
89 H 0.067 -3.220 5.974
90 H 0.172 -4.513 3.843
91 H -0.364 -3.408 1.684

Properties
LUMO level	-6.5	eV
calculated total energy	-6471.012522	Eh
frontier orbital gap	6.233	eV
total charge	+2
F_max	3.230	eV/Å
energy above the lowest of the compared OMol25 structures with the same formula, charge and spin	3.443	eV

The net atomic charges from Löwdin, expressed in e, are:
1. C -0.0089
2. C -0.2411
3. C -0.0116
4. C -0.1184
5. N 0.0697
6. C -0.1181
7. C 0.0529
8. C 0.0597
9. C -0.2086
10. C -0.0185
11. C -0.2743
12. C -0.3639
13. C -0.0355
14. C 0.0440
15. Zn 0.4125
16. P 0.9344
17. H 0.1185
18. H 0.1107
19. H 0.1200
20. H 0.1181
21. H 0.1432
22. H 0.0922
23. H 0.1334
24. H 0.0698
25. C -0.4049
26. C -0.1426
27. H 0.0566
28. H 0.0824
29. H 0.0857
30. H 0.0700
31. H 0.0585
32. C -0.3870
33. C -0.1407
34. H 0.0625
35. H 0.0542
36. H 0.0825
37. H 0.0561
38. H 0.0566
39. C -0.4114
40. C -0.1393
41. H 0.0343
42. H 0.0630
43. H 0.0781
44. H 0.0743
45. H 0.0603
46. Br 0.8240
47. P 0.9299
48. C -0.3931
49. C -0.1305
50. H 0.0621
51. H 0.0738
52. H 0.0875
53. H 0.0740
54. H 0.0732
55. C -0.4534
56. C -0.1380
57. H -0.0382
58. H 0.0866
59. H 0.0879
60. H 0.0702
61. H 0.0696
62. C -0.4180
63. C -0.1282
64. H 0.0707
65. H 0.0455
66. H 0.0842
67. H 0.0741
68. H 0.0659
69. C 0.0291
70. N -0.1849
71. C 0.0249
72. C -0.1375
73. C -0.2592
74. C -0.0518
75. C -0.0561
76. C -0.0458
77. C -0.1283
78. C -0.2208
79. H 0.1019
80. H 0.1104
81. H 0.1184
82. H 0.1788
83. H 0.1172
84. H 0.1141
85. H 0.1162
86. H 0.1345
87. H 0.0959
88. H 0.1145
89. H 0.1185
90. H 0.1105
91. H 0.0903